1.
Entry from the Open Molecules 2025 dataset: a cluster of 7 separate species, C42H66FN2O19P in total (ωB97M-V/def2-TZVPD).

The geometry in XYZ format:
```
131
Properties=species:S:1:pos:R:3:forces:R:3
C 1.203 -2.488 1.168 -0.4 0.7 -0.5
C 0.600 -2.233 -0.207 -0.2 -1.0 0.4
O -0.014 -0.944 -0.321 0.9 -0.2 0.4
C 0.824 0.122 -0.606 0.0 0.5 -1.6
C 0.648 0.367 -2.160 0.3 0.1 0.3
C 1.697 -0.382 -2.914 -0.4 -1.5 -0.8
O 1.559 -1.457 -3.425 0.3 1.1 0.5
F 2.883 0.266 -3.046 -0.4 0.3 0.1
O 2.219 -0.138 -0.476 -0.2 0.0 1.0
C 2.850 0.860 0.229 1.0 -0.6 0.4
O 3.959 0.650 0.640 -0.8 0.4 -0.5
C 1.932 2.081 0.376 -0.5 0.2 -0.2
C 2.194 2.930 1.676 0.6 -0.5 0.0
N 2.996 2.339 2.723 -0.5 0.6 0.4
C 2.182 3.066 -0.795 0.9 -1.0 -1.0
C 3.664 3.125 -1.156 -0.5 1.8 -0.2
C 4.263 4.513 -1.075 1.7 -1.5 2.9
O 4.506 3.329 -0.114 0.5 -0.5 0.4
C 0.534 1.346 0.298 0.4 0.4 0.1
C -0.658 2.108 -0.316 0.4 0.3 0.4
C -1.352 3.161 0.552 -0.1 -0.2 0.3
C -2.515 2.682 1.433 -0.3 0.3 -0.4
C -3.450 1.687 0.782 -0.7 -0.1 0.5
N -4.239 2.300 -0.306 -0.2 -0.4 -0.1
C -5.044 1.307 -0.984 0.2 -0.2 -1.5
C -6.038 0.473 -0.219 0.0 -0.4 0.1
O -4.933 1.158 -2.189 0.0 0.2 1.2
P 0.118 0.736 2.008 -1.7 -0.8 0.1
O -1.157 -0.016 2.066 -0.2 -0.2 0.0
H 1.708 -3.447 1.189 0.0 -0.1 0.0
H 1.889 -1.681 1.405 0.3 -0.2 0.2
H 0.371 -2.460 1.864 0.1 -0.1 0.4
H 1.292 -2.459 -1.014 0.2 0.4 -0.2
H -0.218 -2.940 -0.313 -0.2 0.1 -0.2
H 0.718 1.407 -2.454 -0.2 0.1 0.0
H -0.295 -0.072 -2.450 -0.3 0.2 -0.1
H 1.251 3.292 2.069 -0.2 -0.1 0.0
H 2.732 3.815 1.370 0.1 0.2 -0.1
H 3.974 2.489 2.550 0.1 -0.3 -0.2
H 2.799 1.370 2.902 0.1 -0.1 0.1
H 1.745 2.748 -1.738 -0.5 0.1 0.1
H 1.885 4.083 -0.580 -0.6 0.0 0.3
H 4.005 2.508 -1.970 0.2 -0.4 -0.1
H 5.320 4.688 -1.224 -0.2 0.5 -1.6
H 3.905 5.175 -0.296 -1.0 0.8 -1.0
H -0.287 2.634 -1.189 0.1 0.0 -0.1
H -1.348 1.364 -0.699 -0.3 0.0 0.1
H -1.715 3.943 -0.108 -0.2 0.0 -0.2
H -0.635 3.657 1.205 0.2 0.1 0.0
H -2.209 2.271 2.388 0.3 -0.1 0.0
H -3.110 3.567 1.670 0.0 0.1 0.1
H -4.123 1.330 1.566 0.0 -0.1 0.2
H -2.936 0.794 0.443 0.2 0.0 -0.2
H -4.928 2.908 0.135 0.1 0.2 0.0
H -6.024 -0.538 -0.615 0.1 -0.1 -0.2
H -5.851 0.397 0.848 0.1 0.2 0.1
H -7.048 0.867 -0.352 0.4 0.0 -0.1
H 1.178 -0.059 2.473 0.4 0.5 -0.2
H -0.009 1.830 2.882 0.7 0.2 -0.3
O 7.343 -4.407 -4.052 0.2 0.0 0.1
C 6.456 -3.693 -3.693 -0.2 -0.2 -0.2
C 5.368 -3.072 -4.550 -0.1 0.4 0.4
C 4.804 -1.989 -3.634 0.3 0.1 -0.2
C 5.067 -2.568 -2.253 -0.1 0.2 0.0
O 6.269 -3.350 -2.394 0.0 0.0 0.0
H 4.628 -3.841 -4.780 0.1 0.0 -0.1
H 5.783 -2.668 -5.468 0.0 -0.2 -0.1
H 3.769 -1.728 -3.793 -0.1 -0.2 -0.1
H 5.386 -1.075 -3.771 0.0 0.0 0.1
H 4.258 -3.225 -1.920 0.0 0.0 0.0
H 5.228 -1.803 -1.497 0.1 -0.1 0.1
O 1.884 -5.898 0.761 -0.1 0.2 0.0
C 2.798 -6.150 1.490 0.1 -0.3 -0.3
C 3.507 -7.480 1.648 0.1 0.1 0.5
C 4.276 -7.290 2.954 0.0 -0.1 -0.1
C 4.518 -5.787 2.959 0.2 -0.1 0.1
O 3.379 -5.219 2.285 0.0 0.0 0.1
H 4.174 -7.624 0.797 -0.1 0.0 -0.1
H 2.789 -8.293 1.702 0.0 0.0 -0.2
H 5.193 -7.872 3.020 0.0 0.1 0.0
H 3.642 -7.566 3.797 0.0 0.0 0.0
H 5.419 -5.507 2.409 0.0 0.0 0.0
H 4.579 -5.374 3.964 -0.1 0.1 -0.1
O -8.198 2.423 0.258 -0.2 0.3 0.0
C -7.996 3.558 0.575 -0.2 -0.1 0.3
C -8.968 4.539 1.198 0.2 0.5 -0.3
C -8.260 5.879 0.986 -0.2 -0.1 0.1
C -6.796 5.467 0.995 0.0 0.4 0.0
O -6.778 4.136 0.442 0.0 0.1 0.0
H -9.082 4.295 2.255 0.0 -0.1 0.0
H -9.930 4.494 0.698 -0.1 -0.2 0.1
H -8.495 6.633 1.734 0.1 0.0 0.0
H -8.525 6.283 0.009 0.0 0.0 0.0
H -6.383 5.431 2.006 0.0 -0.1 0.0
H -6.174 6.118 0.386 0.1 -0.1 -0.1
O 1.629 -9.814 -3.525 0.1 -0.1 -0.2
C 1.703 -8.655 -3.250 -0.2 -0.1 0.3
C 0.699 -7.828 -2.468 0.1 0.4 -0.3
C 1.132 -6.400 -2.785 -0.2 0.1 0.1
C 2.624 -6.569 -3.026 0.0 0.1 0.1
O 2.770 -7.886 -3.585 0.0 0.0 0.0
H 0.805 -8.060 -1.407 0.0 0.0 0.0
H -0.314 -8.040 -2.798 0.0 -0.2 0.1
H 0.903 -5.684 -1.997 0.1 0.0 0.0
H 0.644 -6.063 -3.701 0.0 0.0 0.0
H 3.201 -6.520 -2.099 0.0 0.0 0.0
H 3.023 -5.838 -3.726 0.1 -0.1 -0.1
O 1.208 0.533 5.311 0.0 0.1 -0.2
C 1.609 -0.591 5.351 -0.2 0.0 0.4
C 2.372 -1.264 6.475 0.3 -0.3 -0.3
C 2.935 -2.509 5.788 0.0 0.1 0.1
C 1.894 -2.774 4.708 0.1 -0.2 0.0
O 1.393 -1.474 4.348 0.1 -0.1 0.0
H 1.670 -1.516 7.271 0.0 0.1 0.0
H 3.150 -0.610 6.857 -0.2 0.1 0.1
H 3.087 -3.355 6.455 -0.1 0.0 0.0
H 3.894 -2.268 5.325 0.0 0.0 0.0
H 1.059 -3.376 5.073 0.0 0.0 0.0
H 2.313 -3.252 3.825 -0.1 0.1 -0.1
O -6.231 8.839 -0.979 0.1 -0.1 0.3
C -5.795 8.117 -1.825 -0.1 0.3 -0.3
C -6.292 7.989 -3.253 0.1 -0.6 0.0
C -5.656 6.677 -3.706 -0.1 0.1 -0.1
C -4.391 6.634 -2.863 0.1 -0.2 -0.1
O -4.732 7.298 -1.628 -0.1 0.0 0.0
H -5.929 8.843 -3.826 -0.1 0.1 0.0
H -7.377 7.953 -3.279 0.0 0.3 0.0
H -5.461 6.621 -4.774 0.1 0.0 0.0
H -6.305 5.842 -3.439 0.0 0.0 0.0
H -3.564 7.175 -3.327 0.0 0.0 0.0
H -4.070 5.619 -2.642 0.0 0.0 0.2
```
Positions in Å, forces in eV/Å.

Output
Lowest unoccupied orbital energy ... 0.32 eV
HOMO-LUMO gap ... 9.502 eV
SMILES string ... CCO[C@]1(CC(=O)F)OC(=O)[C@@](CN)(C[C@H]2CO2)[C@]1(CCCCNC(C)=O)[PH2]=O.O=C1CCCO1.O=C1CCCO1.O=C1CCCO1.O=C1CCCO1.O=C1CCCO1.O=C1CCCO1

---

2.
Entry from the Open Molecules 2025 dataset: a cluster of 4 separate species, C42H71IN6O6P2S in total (ωB97M-V/def2-TZVPD).

The geometry in XYZ format:
```
129
Properties=species:S:1:pos:R:3:forces:R:3
H -2.046 5.385 -3.053 -0.2 -0.1 0.4
N -2.367 5.126 -2.111 1.0 0.3 0.6
C -1.371 5.310 -1.316 -1.7 -0.7 -1.6
N -0.122 5.776 -1.910 -0.3 -0.4 1.7
N -1.593 4.981 0.069 1.4 2.2 -0.7
C -0.550 5.449 1.013 0.0 -0.8 2.1
C -0.166 4.335 2.101 1.0 0.9 0.0
C 1.044 3.411 1.659 -0.6 0.2 -0.4
C 0.809 2.606 0.305 0.3 -1.0 0.1
C 0.923 1.062 0.660 0.0 0.1 -0.5
C 2.292 0.491 0.754 -2.2 -1.9 0.8
C 3.556 1.371 0.558 -0.1 -0.6 -2.3
C 3.956 1.361 -1.060 3.0 0.0 -0.2
C 5.559 1.266 -1.335 -3.3 3.2 -0.1
O 4.679 2.543 -1.529 -1.1 -2.1 1.8
C 2.385 -0.968 1.058 -1.5 1.4 -0.2
C 3.814 -1.578 1.165 0.2 0.3 0.3
C 4.575 -1.738 -0.214 0.2 -1.1 -0.2
C 4.609 -3.262 -0.671 -0.9 1.0 0.4
I 5.127 -3.413 -2.798 0.0 0.0 0.9
C 1.133 -1.749 1.280 -0.5 0.7 0.0
P 1.385 -3.589 1.646 0.8 -0.3 0.0
C 0.134 -4.639 0.726 -1.7 -0.1 0.8
C 1.106 -3.696 3.525 0.7 0.7 0.0
C 2.294 -2.837 4.157 -0.1 0.2 -0.6
C -0.199 -1.156 1.224 1.7 2.0 -0.7
C -0.300 0.300 0.878 1.0 -1.9 0.2
C -1.736 0.900 0.776 -0.4 -0.2 -0.3
O -2.008 2.061 0.977 0.5 -0.6 0.0
C -2.942 -0.054 0.432 0.4 -1.3 -0.4
C -4.241 0.465 -0.233 -1.1 1.3 0.5
C -5.077 1.347 0.596 -1.3 0.1 -1.6
C -6.349 1.900 0.111 1.4 -1.7 -2.1
C -6.788 1.542 -1.248 2.2 -0.8 1.1
C -5.950 0.644 -2.059 0.2 0.5 1.4
C -4.674 0.104 -1.579 -1.3 1.3 1.4
C -2.805 -1.368 0.787 0.2 0.9 -0.1
P -4.167 -2.609 0.501 0.2 -0.7 0.6
S -3.771 -3.941 -0.861 0.1 0.2 -0.3
C -1.513 -1.913 1.495 -0.9 0.7 -0.5
O -1.664 -2.858 2.236 0.6 0.5 -0.4
H 0.577 5.034 -1.792 0.0 0.5 -0.1
H 0.176 6.583 -1.349 0.3 -0.4 -0.4
H -2.443 5.497 0.323 0.1 -0.9 -0.3
H -0.965 6.303 1.628 0.5 -0.6 -0.8
H 0.419 5.770 0.559 -1.0 -0.2 0.0
H -1.055 3.768 2.466 0.7 0.4 -0.6
H 0.222 4.930 2.984 -0.4 -0.7 -0.8
H 1.970 4.038 1.500 -1.0 -0.5 0.5
H 1.244 2.663 2.480 -0.1 0.9 -0.8
H -0.164 2.835 -0.204 0.8 -0.2 0.8
H 1.609 2.859 -0.454 -0.7 -0.3 0.9
H 3.423 2.444 0.835 0.0 -1.0 -0.1
H 4.438 0.939 1.088 -0.9 0.5 -0.3
H 3.260 0.794 -1.782 1.0 1.3 1.1
H 6.161 1.360 -0.397 -0.3 -0.2 -1.2
H 5.956 1.377 -2.367 0.2 -1.8 1.0
H 4.408 -0.870 1.817 -0.6 -0.8 -0.7
H 3.853 -2.564 1.698 -0.4 1.0 -0.5
H 4.072 -1.175 -1.038 0.6 -0.3 0.9
H 5.638 -1.414 -0.076 -1.0 0.0 -0.4
H 5.321 -3.874 -0.070 -0.7 0.4 -0.7
H 3.551 -3.627 -0.611 1.2 -0.1 0.0
H 0.552 -5.601 0.327 0.0 1.2 0.3
H -0.434 -4.086 -0.076 0.7 -0.6 0.7
H -0.654 -4.947 1.478 0.7 0.3 -0.9
H 1.263 -4.764 3.833 -0.4 0.9 -0.3
H 0.115 -3.287 3.841 0.8 -0.6 -0.2
H 2.268 -1.768 3.787 -0.1 -1.1 0.4
H 2.247 -2.787 5.273 0.1 -0.3 -0.9
H 3.283 -3.246 3.796 -1.0 0.3 0.7
H -4.799 1.618 1.640 0.1 -0.4 -1.1
H -6.998 2.572 0.718 0.8 -0.7 -0.4
H -7.754 1.955 -1.630 1.1 -0.5 0.2
H -6.302 0.364 -3.082 0.4 0.3 1.1
H -4.058 -0.585 -2.203 -0.6 0.7 0.6
H -4.310 -3.302 1.751 0.0 0.8 -0.4
H -5.421 -1.932 0.322 0.9 0.1 0.3
C 3.013 -7.300 -0.334 0.0 0.3 -0.2
O 4.362 -6.872 -0.354 0.1 -0.3 0.2
C 5.316 -7.913 -0.181 0.2 0.1 -0.1
C 5.625 -8.709 -1.464 -0.4 0.1 -0.1
C 4.533 -9.706 -1.841 0.0 -0.2 0.0
N 5.877 -7.822 -2.605 0.0 0.1 0.3
H 2.856 -8.133 0.357 0.0 -0.1 -0.1
H 2.686 -7.573 -1.339 -0.1 -0.2 0.1
H 2.400 -6.459 -0.007 0.2 0.0 0.0
H 6.237 -7.413 0.134 -0.1 0.1 0.0
H 5.019 -8.573 0.643 -0.1 -0.1 -0.1
H 6.536 -9.287 -1.274 0.0 0.1 0.1
H 3.666 -9.223 -2.294 0.1 0.1 0.1
H 4.913 -10.424 -2.571 0.0 0.1 0.0
H 4.196 -10.268 -0.967 0.0 0.0 0.0
H 6.671 -7.226 -2.383 0.0 -0.1 -0.1
H 5.094 -7.171 -2.654 0.1 -0.1 -0.1
C 2.802 8.177 -3.072 -0.2 -0.1 0.3
O 2.990 6.776 -2.989 0.0 0.1 -0.2
C 4.152 6.288 -3.638 0.1 -0.4 0.0
C 5.440 6.429 -2.812 -0.2 0.3 0.2
C 6.005 7.846 -2.781 0.2 0.1 -0.1
N 5.242 5.964 -1.433 -0.2 -0.2 -0.2
H 3.153 8.583 -4.025 0.1 0.0 0.0
H 3.301 8.677 -2.239 0.1 0.2 -0.1
H 1.733 8.379 -2.983 0.0 -0.1 -0.1
H 3.968 5.221 -3.792 0.0 0.0 0.1
H 4.256 6.735 -4.635 0.0 0.2 0.0
H 6.196 5.793 -3.284 -0.1 -0.1 0.0
H 5.449 8.503 -2.110 0.0 -0.1 0.0
H 7.038 7.833 -2.427 -0.1 0.0 0.0
H 6.001 8.292 -3.779 0.0 0.0 0.0
H 4.958 4.986 -1.459 0.2 -0.1 0.1
H 4.419 6.444 -1.071 0.2 0.0 0.0
C -10.880 -2.131 2.714 0.1 -0.3 -0.1
O -10.549 -1.943 1.349 -0.2 0.3 0.1
C -10.383 -0.586 0.961 0.1 0.0 -0.3
C -9.002 0.007 1.298 -0.1 -0.3 0.3
C -8.832 0.359 2.774 0.0 0.2 0.1
N -7.913 -0.888 0.894 -0.2 -0.2 -0.1
H -11.515 -1.328 3.098 0.1 0.1 0.0
H -9.973 -2.219 3.315 -0.1 0.1 0.2
H -11.423 -3.074 2.801 0.0 0.1 -0.1
H -10.494 -0.581 -0.128 0.0 -0.1 0.0
H -11.196 0.032 1.362 0.0 0.0 0.1
H -8.905 0.939 0.733 -0.1 -0.1 -0.1
H -8.658 -0.521 3.395 0.0 0.0 -0.1
H -7.971 1.018 2.908 0.0 -0.1 -0.1
H -9.713 0.881 3.157 0.0 0.0 0.0
H -7.974 -1.040 -0.111 0.1 0.1 0.0
H -8.119 -1.806 1.289 0.0 0.1 0.0
```
Positions in Å, forces in eV/Å.

Output
Energy above the lowest of the compared OMol25 structures with the same formula, charge and spin ... 0.0 kJ/mol
Lowest unoccupied orbital energy ... -1.22 eV
HOMO-LUMO gap ... 6.804 eV
SMILES string ... [H]/N=C(\N)NCCCCc1c(C[C@@H]2CO2)c(CCCI)c(P(C)CC)c2c1C(=O)C(c1ccccc1)=C([PH2]=S)C2=O.COC[C@@H](C)N.COC[C@@H](C)N.COC[C@@H](C)N

---

3.
Entry from the Open Molecules 2025 dataset: a cluster of 9 separate species, C42H72O24 in total (ωB97M-V/def2-TZVPD).

The geometry in XYZ format:
```
138
Properties=species:S:1:pos:R:3:forces:R:3
O 3.900 0.077 -5.335 -3.2 -0.1 2.8
C 3.052 -0.396 -4.522 2.0 -1.0 -1.2
C 3.065 -1.848 -4.291 -0.1 0.1 -0.9
C 2.133 -2.538 -3.618 0.9 -1.8 -0.3
O 2.176 -3.873 -3.583 0.8 -0.3 -0.7
C 1.071 -1.956 -2.814 1.2 2.1 -0.1
O 0.388 -2.636 -2.085 -0.6 0.1 -0.1
C 1.083 -0.490 -2.961 -1.0 0.7 -0.4
C 1.921 0.267 -3.733 -0.3 -0.7 -0.2
O 1.721 1.564 -3.955 0.0 -0.4 0.5
H 3.749 -2.378 -4.937 0.3 -0.2 0.3
H 1.460 -4.246 -3.062 -0.5 0.3 0.4
H 0.160 -0.059 -2.603 0.2 0.6 0.4
H 2.557 1.877 -4.308 0.4 0.7 -0.4
O 1.576 -1.130 0.562 -1.1 2.7 -0.4
C 0.879 -0.102 0.425 -1.6 -2.9 0.4
C -0.575 -0.167 0.073 1.2 0.7 -0.2
C -1.232 0.969 -0.225 -3.2 -1.5 -1.1
O -2.511 0.866 -0.724 1.2 -0.9 1.0
C -0.766 2.345 -0.146 3.5 1.5 0.7
O -1.359 3.329 -0.555 -0.3 -0.9 0.4
C 0.635 2.427 0.415 0.0 -2.2 0.4
C 1.339 1.264 0.702 1.7 2.8 -0.2
O 2.633 1.360 1.144 -2.2 0.6 -0.3
H -1.057 -1.117 -0.110 0.1 -0.1 0.1
H -2.823 1.729 -1.006 0.1 0.7 -0.5
H 1.127 3.361 0.644 -0.2 0.2 -0.2
H 2.954 0.463 1.257 0.9 -1.0 0.0
O -2.715 1.984 3.078 -0.5 1.9 -0.3
C -3.288 2.999 2.674 -1.0 -0.9 -0.2
C -4.363 2.969 1.670 -1.6 1.1 -1.9
C -5.035 4.077 1.206 -0.4 -0.1 0.3
O -6.104 4.121 0.360 1.4 -1.6 0.7
C -4.677 5.453 1.658 0.7 1.5 -1.1
O -5.094 6.481 1.083 0.3 -2.4 1.1
C -3.750 5.460 2.754 1.2 0.7 1.6
C -3.153 4.380 3.288 0.2 -1.3 2.4
O -2.609 4.348 4.588 -0.7 1.3 -2.5
H -4.731 2.098 1.148 0.6 -0.7 0.5
H -6.204 5.056 0.165 -0.3 0.8 -0.2
H -3.577 6.392 3.272 -0.2 0.2 0.0
H -2.401 3.440 4.820 0.2 -0.5 -0.3
C 4.574 2.074 -1.350 0.4 1.6 0.3
O 5.075 3.274 -2.021 0.3 -1.0 -0.4
C 4.804 4.487 -1.334 -0.3 -1.3 -0.3
C 3.337 4.861 -1.407 -1.8 0.9 -0.4
O 2.632 4.468 -2.583 2.6 -1.0 -0.4
C 1.327 4.814 -2.728 -2.0 -0.4 -0.2
H 5.331 1.679 -0.673 0.0 0.3 0.4
H 4.372 1.224 -2.001 -0.3 0.6 -0.7
H 3.696 2.418 -0.802 -0.1 -0.8 0.1
H 5.436 5.283 -1.730 0.0 -0.3 -0.4
H 5.066 4.358 -0.284 0.0 0.2 0.3
H 3.275 5.949 -1.410 0.0 0.3 0.6
H 2.740 4.458 -0.589 0.2 0.1 0.5
H 1.124 5.844 -3.023 0.3 0.3 0.1
H 0.662 4.540 -1.908 0.2 0.3 0.9
H 0.895 4.157 -3.482 0.3 0.1 -0.6
C -3.281 -0.102 -4.044 0.0 2.4 -0.3
O -2.574 0.852 -4.954 -0.8 -2.3 -0.1
C -1.642 1.725 -4.360 -1.6 0.5 0.3
C -2.470 3.008 -3.984 -0.1 -0.9 0.1
O -3.135 2.676 -2.770 1.0 0.1 1.8
C -4.010 3.645 -2.225 -1.4 -0.5 -1.6
H -4.107 -0.579 -4.571 0.7 -0.4 -0.5
H -3.826 0.519 -3.334 0.3 -0.1 0.4
H -2.601 -0.756 -3.498 0.1 -0.2 -0.3
H -0.818 1.887 -5.055 -0.2 0.3 -0.2
H -1.222 1.218 -3.492 0.1 0.5 0.4
H -3.311 3.142 -4.664 0.3 -0.1 -0.9
H -1.911 3.943 -4.008 0.3 0.1 0.7
H -4.716 3.255 -1.492 0.9 -0.6 0.7
H -4.752 3.715 -3.020 -0.2 1.4 -0.4
H -3.595 4.595 -1.887 0.3 -0.1 -0.2
C 4.749 2.051 3.463 0.8 0.2 -1.6
O 5.566 1.751 2.301 0.5 -1.3 1.0
C 6.248 0.476 2.414 -1.2 0.0 -0.4
C 5.290 -0.721 2.475 -0.7 0.6 -1.2
O 4.428 -0.780 1.330 0.9 -0.4 -2.0
C 5.037 -1.499 0.142 -1.1 -0.8 2.5
H 5.273 1.734 4.364 -0.2 0.1 0.2
H 3.762 1.603 3.347 0.0 -0.1 0.3
H 4.662 3.134 3.381 -0.2 0.0 0.5
H 6.867 0.368 3.305 0.3 0.6 0.2
H 6.860 0.393 1.516 0.1 0.1 0.1
H 4.567 -0.609 3.283 0.3 -0.1 0.4
H 5.836 -1.661 2.564 0.2 -0.1 0.2
H 6.109 -1.327 0.052 -0.2 0.5 -0.3
H 4.418 -1.479 -0.755 0.1 1.2 0.1
H 4.908 -2.544 0.427 0.5 -0.3 0.0
C -2.649 -3.338 2.100 3.0 -0.9 1.4
O -3.699 -2.782 2.740 -3.1 3.1 1.2
C -3.331 -1.666 3.638 0.5 -0.4 -1.0
C -2.211 -1.886 4.662 0.3 -0.4 0.0
O -0.823 -1.788 4.233 -1.2 0.3 -0.2
C 0.059 -2.509 5.052 0.4 -0.9 0.1
H -1.870 -2.608 1.881 0.1 0.2 -0.6
H -2.795 -4.017 1.260 -0.8 0.3 0.1
H -2.264 -3.886 2.959 1.4 -1.1 -0.6
H -4.215 -1.407 4.220 -0.1 -0.5 -0.1
H -3.104 -0.761 3.074 0.1 -0.1 -0.5
H -2.421 -2.851 5.124 0.3 -0.3 0.2
H -2.369 -1.129 5.431 0.0 0.1 0.1
H 1.110 -2.299 4.855 -0.2 0.6 -0.5
H -0.030 -3.576 4.847 -0.2 -0.3 0.1
H -0.046 -2.370 6.128 -0.5 0.3 0.1
C 6.454 -6.396 0.331 -1.2 -0.4 -1.1
O 5.513 -5.379 0.706 1.4 -0.2 0.5
C 4.294 -5.909 1.136 -1.3 1.3 0.5
C 3.278 -4.703 1.183 -0.1 -0.8 0.6
O 2.136 -5.144 1.949 1.6 -1.2 -0.6
C 1.010 -4.350 2.030 -0.7 0.5 -0.4
H 5.999 -6.809 -0.570 0.4 -0.4 -0.4
H 6.531 -7.257 0.995 0.0 0.3 0.7
H 7.452 -6.044 0.071 -0.3 0.6 0.3
H 4.326 -6.354 2.131 0.3 0.1 0.3
H 3.921 -6.707 0.494 -0.1 0.1 -0.5
H 3.097 -4.353 0.167 -0.7 -0.3 -0.3
H 3.693 -3.810 1.651 0.4 -0.1 0.5
H 0.228 -4.845 2.606 0.4 -0.3 0.5
H 0.522 -4.243 1.062 0.2 0.6 -0.4
H 1.241 -3.391 2.493 -0.2 0.3 -0.2
C -3.995 -3.264 -1.832 -1.9 -0.1 2.5
O -5.272 -2.592 -1.756 -0.2 0.4 -0.2
C -6.038 -2.796 -0.545 -1.3 -0.2 -2.1
C -7.310 -1.895 -0.672 2.2 1.7 0.7
O -6.870 -0.529 -0.937 -0.7 -0.3 -0.4
C -5.907 0.074 -0.068 -1.1 -1.2 -0.3
H -3.414 -3.072 -2.734 -0.4 0.2 0.2
H -4.232 -4.310 -1.641 0.5 -0.5 -0.7
H -3.546 -2.960 -0.887 1.2 0.2 -0.3
H -5.502 -2.653 0.393 0.3 0.3 -0.1
H -6.464 -3.799 -0.561 0.3 -0.5 0.2
H -7.877 -1.914 0.259 0.1 -0.1 0.4
H -8.040 -2.138 -1.445 0.6 -0.2 -0.3
H -5.901 1.132 -0.328 0.0 -0.1 0.0
H -4.918 -0.373 -0.177 0.1 0.1 -0.1
H -6.264 -0.088 0.949 0.2 0.3 0.4
```
Positions in Å, forces in eV/Å.

Output
Energy above the lowest of the compared OMol25 structures with the same formula, charge and spin ... 1099.2 kJ/mol
Lowest unoccupied orbital energy ... -2.11 eV
HOMO-LUMO gap ... 7.148 eV
SMILES string ... O=C1C=C(O)C(=O)C=C1O.O=C1C=C(O)C(=O)C=C1O.O=C1C=C(O)C(=O)C=C1O.COCCOC.COCCOC.COCCOC.COCCOC.COCCOC.COCCOC